1.
DFT (ωB97M-V/def2-TZVPD) results for a structure of composition C30H22N6OPPtS.

Computed properties:
Energy above the lowest of the compared OMol25 structures with the same formula, charge and spin (kJ/mol): 0.00
Orbital gap (spin up / spin down) (Eh): 0.2177 / 0.2155
Lowest unoccupied orbital energy (spin up / spin down) (eV): -11.2 / -11.3
Spin multiplicity: 1
Total charge: +3
HOMO (spin up / spin down) (eV): -17.13 / -17.16

XYZ file:
```
62
Properties=species:S:1:pos:R:3:forces:R:3
Pt 0.360124 -0.287669 -1.711998 0.2 -0.2 0.7
N 2.425609 -0.587105 -1.833834 0.0 0.0 -0.1
C 3.147781 -0.527008 -0.554600 0.0 0.1 0.0
C 4.513254 -0.340525 -0.536251 0.1 0.1 0.0
C 5.162976 -0.255088 0.692089 0.0 0.0 0.0
C 4.447902 -0.347878 1.879106 0.0 0.0 0.0
C 3.075185 -0.545031 1.850970 0.0 0.0 0.1
C 2.421880 -0.649755 0.622760 -0.1 0.1 0.1
P 0.689715 -1.066187 0.542884 0.0 -0.3 -0.6
C 0.434935 -2.812375 0.454368 -0.1 0.1 0.2
C 1.526291 -3.684398 0.418380 0.1 0.0 0.0
C 1.305145 -5.043693 0.251037 0.0 0.0 0.0
C 0.010697 -5.528649 0.114404 0.0 0.0 0.0
C -1.079795 -4.660846 0.150566 0.0 0.0 0.0
C -0.875051 -3.303808 0.313404 0.0 0.0 0.0
C -0.245195 -0.246253 1.790215 -0.1 0.1 -0.2
C -0.159060 1.152602 1.891952 0.1 0.0 0.0
C -0.825332 1.800050 2.911786 0.0 0.0 0.0
C -1.577641 1.064308 3.826980 0.0 0.0 0.0
C -1.665002 -0.319723 3.728055 0.0 0.0 0.0
C -1.007811 -0.986103 2.707687 0.0 0.1 0.0
H 2.811354 0.124774 -2.455428 0.1 0.0 0.0
H 2.643465 -1.473061 -2.296456 -0.1 -0.1 0.0
H 5.077013 -0.252465 -1.459293 0.0 0.0 0.0
H 6.234520 -0.105406 0.715998 0.0 0.0 0.0
H 4.960172 -0.269490 2.828369 0.0 0.0 0.0
H 2.517131 -0.627453 2.775687 0.0 0.0 0.0
H 2.537377 -3.314545 0.543754 0.0 0.0 0.0
H 2.144068 -5.726844 0.239208 0.0 0.0 0.0
H -0.153860 -6.590749 -0.012376 0.0 0.0 0.0
H -2.085061 -5.051194 0.059747 0.0 0.0 0.0
H -1.723739 -2.629213 0.351979 0.0 0.0 0.0
H 0.448566 1.719660 1.195111 0.0 0.0 0.0
H -0.754225 2.875347 3.011472 0.0 0.0 0.0
H -2.090633 1.576229 4.631273 0.0 0.0 0.0
H -2.237207 -0.881790 4.454143 0.0 0.0 0.0
H -1.060986 -2.063589 2.644894 0.0 0.0 0.0
S -4.451248 5.400079 -0.994484 -0.1 0.1 0.0
N -4.710966 3.827551 -1.180131 0.0 0.0 0.0
C -3.520540 3.253149 -1.247438 0.1 0.0 0.0
C -3.278391 1.835360 -1.416549 0.0 0.1 0.0
C -4.289713 0.876923 -1.552807 -0.1 0.0 0.0
C -3.944027 -0.445158 -1.733899 -0.1 0.0 0.0
C -2.603678 -0.800661 -1.768262 0.1 0.1 0.0
N -1.633710 0.105203 -1.628361 -0.1 0.1 0.1
C -1.951874 1.419815 -1.462678 0.0 -0.2 0.0
C -0.853774 2.361816 -1.366535 0.1 0.0 0.0
N 0.394174 1.842472 -1.445276 0.1 0.3 -0.1
C 1.442505 2.658241 -1.352381 0.0 0.0 0.0
C 1.302806 4.032114 -1.195691 0.0 0.1 0.0
C 0.038070 4.576267 -1.128180 0.0 0.0 0.0
C -1.073219 3.727158 -1.207435 -0.1 0.1 0.0
C -2.448645 4.173342 -1.144059 0.0 -0.1 0.0
N -2.847076 5.427180 -0.998119 0.0 0.0 0.0
H -5.326714 1.191189 -1.526598 0.0 0.0 0.0
H -4.695719 -1.211807 -1.859858 0.0 0.0 0.0
H -2.298455 -1.826189 -1.926167 0.0 0.0 0.0
H 2.428096 2.210271 -1.391025 0.0 0.0 0.0
H 2.186128 4.653470 -1.137421 0.0 0.0 0.0
H -0.113029 5.643196 -1.015201 0.0 0.0 0.0
O 0.859115 -2.929126 -2.567557 0.2 0.0 0.0
N 0.035334 -2.136936 -2.491908 -0.3 0.0 0.0
```
Forces are in eV/Å.

***

2.
DFT (ωB97M-V/def2-TZVPD) results for a structure of composition C30H23AsBF4IrN3O3.

Computed properties:
Energy above the lowest of the compared OMol25 structures with the same formula, charge and spin (kJ/mol): 0.00
Orbital gap (spin up / spin down) (Eh): 0.2529 / 0.2412
Lowest unoccupied orbital energy (spin up / spin down) (eV): -8.0 / -8.3
Spin multiplicity: 2
Total charge: +2
HOMO (spin up / spin down) (eV): -14.90 / -14.90

XYZ file:
```
66
Properties=species:S:1:pos:R:3:forces:R:3
Ir -0.122026 0.039574 -0.476138 -0.2 0.0 0.0
O -1.796087 1.623545 2.759245 0.0 -0.1 0.0
C -1.054224 1.097034 1.998896 -0.1 -0.1 0.1
N -1.455641 0.488481 0.751291 0.1 -0.2 0.1
C -2.824112 0.239739 0.359436 -0.1 0.2 -0.1
O -3.741249 0.214727 1.110553 0.1 0.0 0.0
C -2.903670 -0.045543 -1.116881 0.1 0.0 0.1
C -4.106417 -0.174563 -1.766103 0.0 0.0 0.0
C -4.087864 -0.405490 -3.139650 0.0 0.0 0.0
C -2.873146 -0.503445 -3.795629 0.0 0.0 0.0
C -1.695692 -0.382669 -3.072375 0.0 0.0 0.0
N -1.722152 -0.158223 -1.761449 -0.1 0.1 0.1
C 0.435378 1.030678 2.146292 0.0 0.0 0.2
C 1.058085 1.500633 3.277293 0.0 0.0 0.0
C 2.442319 1.386377 3.360847 0.0 0.0 0.0
C 3.135077 0.805360 2.314334 0.0 0.0 0.0
C 2.438250 0.360958 1.201253 0.1 0.2 -0.1
N 1.115689 0.475446 1.123853 0.0 -0.1 0.0
H -5.024595 -0.085939 -1.201685 0.0 0.0 0.0
H -5.015337 -0.503007 -3.687340 0.0 0.0 0.0
H -2.824625 -0.669899 -4.862019 0.0 0.0 0.0
H -0.719292 -0.463120 -3.527930 0.0 0.0 0.0
H 0.461228 1.946426 4.061167 0.0 0.0 0.0
H 2.967813 1.756169 4.230860 0.0 0.0 0.0
H 4.210935 0.708214 2.338342 0.0 0.0 0.0
H 2.940349 -0.059319 0.342576 0.0 0.0 0.0
O 0.626298 -1.425970 -1.549551 0.2 -0.3 0.3
As 1.858700 -2.658043 -1.405872 -0.1 0.2 0.0
C 1.095679 -4.213818 -2.160818 0.1 0.0 0.0
C 0.333934 -5.088395 -1.388703 0.0 0.0 0.0
C -0.220589 -6.205504 -1.990513 0.0 0.0 0.0
C -0.010213 -6.444199 -3.343510 0.0 0.0 0.0
C 0.757373 -5.573217 -4.105201 0.0 0.0 0.0
C 1.317879 -4.450890 -3.516146 0.0 0.0 0.0
C 2.234182 -2.820401 0.446006 0.0 0.1 0.1
C 1.146109 -2.859719 1.315108 0.0 -0.2 0.0
C 1.362914 -2.900050 2.683608 0.0 0.0 0.0
C 2.663958 -2.916867 3.172942 0.0 0.0 0.0
C 3.746301 -2.887637 2.302542 0.0 0.0 0.0
C 3.537225 -2.827951 0.931955 0.0 0.0 0.0
C 3.327584 -2.050857 -2.436903 0.0 0.0 0.0
C 3.223300 -0.850790 -3.134056 0.1 0.0 0.1
C 4.288316 -0.444086 -3.925885 0.0 0.0 0.0
C 5.430231 -1.227639 -4.012419 0.0 0.0 0.0
C 5.523223 -2.427201 -3.315041 0.0 0.0 0.0
C 4.466838 -2.850507 -2.524878 0.0 0.0 -0.1
H 0.191991 -4.925118 -0.328040 0.0 0.0 0.0
H -0.806354 -6.898046 -1.401695 0.0 0.0 0.0
H -0.439516 -7.323690 -3.804341 0.0 0.0 0.0
H 0.927671 -5.772506 -5.154255 0.0 0.0 0.0
H 1.928083 -3.776419 -4.104763 0.0 0.0 0.0
H 0.136070 -2.900251 0.920299 0.0 0.1 0.1
H 0.524535 -2.936607 3.366677 0.0 0.0 0.0
H 2.834822 -2.964998 4.240310 0.0 0.0 0.0
H 4.755606 -2.911335 2.691137 0.0 0.0 0.0
H 4.382490 -2.776434 0.256620 0.0 0.0 0.0
H 2.337498 -0.235459 -3.045249 0.0 0.0 0.0
H 4.227554 0.488480 -4.470243 0.0 0.0 0.0
H 6.256186 -0.903642 -4.631201 0.0 0.0 0.0
H 6.414791 -3.034150 -3.393203 0.0 0.0 0.0
H 4.528079 -3.799843 -2.004346 0.0 0.0 0.0
F 3.532359 2.108740 -1.396803 0.0 0.0 0.0
B 2.534050 2.975467 -1.494858 0.1 0.0 0.0
F 2.122813 3.366228 -2.676797 0.0 0.0 0.0
F 2.009079 3.472615 -0.391178 0.0 0.0 0.1
F 0.941347 1.211278 -1.497005 -0.1 0.1 -0.5
```
Forces are in eV/Å.

***

3.
DFT (ωB97M-V/def2-TZVPD) results for a cluster of 4 separate species, C30H23BBrClF37O7P2 in total in a non-equilibrium geometry.

Computed properties:
Orbital gap (Eh): 0.1907
Lowest unoccupied orbital energy (eV): 1.2
Spin multiplicity: 1
Total charge: -1
HOMO (eV): -3.97

XYZ file:
```
102
Properties=species:S:1:pos:R:3:forces:R:3
O -5.512275 3.594442 -5.425641 5.2 5.5 -4.2
C -4.654899 4.398959 -6.116027 -3.3 -3.5 2.2
O -4.810566 5.846381 -6.280391 0.7 -5.0 -0.3
B -4.572750 6.610755 -5.041597 -0.1 1.2 0.4
C -5.730343 6.459668 -3.886688 -1.5 0.4 0.9
C -5.182456 6.479842 -2.327233 -1.4 0.8 0.5
C -4.997043 5.010105 -1.633185 -2.2 -0.5 -0.5
F -5.573671 3.876490 -2.454342 1.7 3.4 2.6
F -5.868738 4.994401 -0.397039 2.9 -0.2 -3.0
C -3.441566 4.553594 -1.336932 1.7 0.0 -1.8
F -2.457555 5.658838 -1.299314 -3.2 -3.3 0.2
F -3.071038 3.722503 -2.546195 -0.8 2.2 4.4
C -3.219387 3.707013 0.054951 -2.3 -0.1 1.4
F -3.560367 4.503506 1.296398 1.0 -2.4 -4.2
F -4.231499 2.595809 0.032004 3.6 3.1 0.2
C -1.684517 3.201989 0.336594 2.2 1.8 0.6
F -1.042434 4.318572 1.130676 -1.8 -3.6 -2.5
F -0.826397 3.017637 -0.844777 -3.1 0.3 3.8
C -1.614952 1.885774 1.310927 1.9 0.3 2.4
F -0.180842 1.794524 1.778570 -4.4 0.3 -1.4
F -2.426768 2.050375 2.544164 2.6 -0.4 -4.3
C -1.953998 0.455066 0.603750 -1.4 -3.5 0.3
F -3.097698 -0.143942 1.388641 3.8 1.9 -3.0
F -2.349733 0.510973 -0.818658 1.7 -0.1 5.3
F -0.812234 -0.511655 0.810391 -4.0 3.5 -1.2
P -2.773476 6.331086 -4.473377 2.9 -0.4 2.2
O -2.137600 7.733879 -3.586212 0.0 -0.6 -2.5
Cl -1.408660 6.212460 -6.148494 -0.8 0.5 0.6
P -4.632860 8.481013 -5.619460 -1.0 1.4 -1.9
O -3.179767 8.930864 -6.458081 -1.0 -1.0 -0.6
Br -4.738929 9.866821 -3.778872 0.5 -0.5 -0.4
C -3.428085 3.525605 -6.848905 2.4 -1.5 -1.5
C -2.768911 3.890431 -8.303821 1.4 -3.8 2.8
C -1.557063 2.870649 -8.831580 -1.0 -1.1 2.6
C -1.042605 1.539407 -8.007575 -3.2 2.1 2.0
C -1.746950 1.150892 -6.560660 -1.5 4.2 -2.3
C -2.906281 2.173945 -6.012827 1.3 0.2 -2.8
H -6.512725 5.580975 -4.094097 2.1 1.7 0.6
H -6.410356 7.439763 -3.976631 1.3 -2.0 0.4
H -6.059937 7.018861 -1.717613 2.0 -1.5 -1.0
H -4.260409 7.219440 -2.173150 -1.7 -2.1 -0.4
H -1.655908 8.340833 -4.225295 -1.1 -0.9 0.9
H -3.348567 8.661344 -7.422706 0.3 0.6 2.1
H -3.126283 4.824184 -8.935081 0.9 -2.2 1.5
H -1.001884 3.077796 -9.867902 -1.5 -0.4 2.6
H -0.184055 0.812530 -8.376177 -2.0 2.0 0.6
H -1.443010 0.186122 -5.937487 -0.7 2.4 -1.5
H -3.439290 1.932463 -4.986000 1.2 0.7 -2.4
C 0.813229 -0.020175 5.370709 -0.1 -0.9 -0.8
C -0.175319 1.008898 5.936851 -0.4 -0.8 0.4
C 0.325530 2.448909 5.934588 -0.3 1.1 0.1
F 1.434332 2.609365 6.689722 -0.4 0.1 -0.1
F -0.612822 3.282723 6.460012 -0.1 -0.4 -0.1
F -0.562926 0.619508 7.180763 0.2 0.3 -0.2
F -1.305741 0.950694 5.162889 0.6 0.3 0.0
O 1.593057 -0.738072 6.331506 1.1 1.5 0.8
C 2.774328 -0.074561 6.777840 -0.9 -0.6 -2.0
C 2.736892 0.266564 8.273058 -0.2 0.4 0.9
F 1.684186 1.067925 8.578375 0.4 -0.6 -0.2
F 3.856954 0.938696 8.650775 -0.1 -0.3 -0.5
F 3.003408 1.005354 5.994015 0.6 -0.6 0.7
F 3.796776 -0.938419 6.531560 -0.2 0.2 0.6
H 0.208938 -0.794194 4.881889 0.0 0.2 0.3
H 1.432488 0.390253 4.563999 -0.1 0.1 0.3
H 0.540900 2.794074 4.919847 0.0 -0.2 -0.1
H 2.657671 -0.638403 8.880761 0.0 -0.1 -0.2
C 3.914754 -4.147569 5.178662 0.4 0.7 0.9
C 3.266834 -3.820425 3.825921 0.9 0.3 -0.1
C 2.061006 -4.681498 3.466726 -0.9 -0.1 -0.7
F 2.374552 -5.992254 3.371743 -0.2 0.4 -0.2
F 1.562339 -4.323765 2.252157 0.3 0.2 0.2
F 4.216030 -3.863946 2.853134 -0.4 -0.2 0.1
F 2.854805 -2.513744 3.881383 -0.3 -0.5 0.1
O 5.067226 -4.994099 5.135838 -0.9 -1.6 -0.7
C 4.795676 -6.394015 5.099041 -0.3 1.6 1.5
C 5.268149 -7.058315 3.799456 0.3 -0.4 -0.8
F 4.677827 -6.504030 2.709560 0.3 0.0 0.4
F 4.950506 -8.380335 3.781003 0.0 0.4 0.4
F 3.481850 -6.601055 5.352173 0.8 -0.6 0.0
F 5.468068 -6.927011 6.155501 0.0 -0.1 -0.8
H 4.292329 -3.198718 5.579083 0.0 -0.2 -0.3
H 3.185067 -4.485494 5.924369 0.0 -0.1 -0.4
H 1.257324 -4.566648 4.198932 0.1 0.1 0.1
H 6.350408 -6.963101 3.680327 -0.1 0.1 0.2
C 3.807795 -7.295432 -0.190014 0.0 -0.5 1.0
C 4.877578 -6.763040 -1.153786 0.0 -1.0 -0.1
C 4.581343 -5.390003 -1.746661 0.3 0.9 -0.6
F 3.445915 -5.379635 -2.478858 0.5 0.1 0.1
F 5.578151 -5.008032 -2.590633 0.1 -0.3 0.2
F 5.102656 -7.686303 -2.126467 -0.1 0.4 0.1
F 6.049971 -6.677367 -0.447801 -0.3 0.4 0.0
O 2.859155 -8.210389 -0.746409 -0.8 1.2 -1.3
C 1.747149 -7.609978 -1.408078 0.7 0.0 2.1
C 1.706006 -7.925246 -2.908864 0.1 -0.1 -1.0
F 2.829616 -7.500080 -3.541571 -0.4 -0.4 0.4
F 0.661329 -7.298640 -3.513006 0.1 -0.1 0.6
F 1.734978 -6.281812 -1.145582 -0.6 -0.7 -0.4
F 0.639878 -8.120353 -0.803285 0.3 0.0 -0.7
H 4.338699 -7.885318 0.567214 0.0 0.0 -0.4
H 3.320431 -6.496210 0.381331 0.1 0.0 -0.4
H 4.501026 -4.628260 -0.966584 0.0 -0.1 0.1
H 1.609032 -9.000005 -3.082160 0.0 0.0 0.3
```
Forces are in eV/Å.

***

The records above give, respectively, E_tot values of -2418.1193; -4311.0820; -9120.0317 Ha.